Molecular formula: C51H102BrClN6O9P2S
Method: DFT, ωB97M-V with the def2-TZVPD basis set

Computed properties:
Kohn-Sham gap (spin up / spin down) = 0.2518 / 0.2657 Eh
Spin multiplicity = 4
E_tot = -193851.287 eV
Total charge = +1
Energy relative to the best compared isomer or geometry (same formula, charge and spin) = 181.1 kcal/mol

```
173
Properties=species:S:1:pos:R:3:forces:R:3
C 4.907772 4.369872 2.482338 -0.1 -0.7 -0.6
C 5.491115 3.287458 1.391190 1.1 1.7 0.2
O 4.701761 3.446942 0.161332 -0.8 -2.7 1.4
C 3.488287 2.563742 0.185432 -0.4 1.7 -1.1
C 3.183624 2.189547 -1.377146 0.0 -1.0 -0.9
C 2.068615 0.989262 -1.598622 -0.2 0.3 -0.8
C 0.584960 1.365064 -0.894368 1.9 2.3 -2.3
C 0.301163 0.598244 0.434435 2.1 1.2 1.8
C -0.990342 -0.308239 0.917607 1.0 0.6 2.0
P 0.032228 -1.405444 2.133494 3.0 2.3 4.0
N 0.831750 -0.487762 3.269239 -1.7 -0.4 -2.5
C -1.933225 0.525815 2.002898 -2.3 2.2 0.2
C -2.212632 0.114776 3.503191 -0.7 -0.7 2.6
O -2.025962 1.299734 4.424658 -0.6 -0.5 -4.8
O -1.957884 0.775106 5.643797 -0.6 -2.2 3.8
C -3.494057 0.805548 1.453393 1.4 -0.4 0.1
N -4.161790 1.837053 2.392889 -6.6 -3.7 0.8
C -5.418955 1.398458 2.751578 2.2 2.0 -1.2
S -7.058147 1.060951 3.109307 5.5 1.2 -1.2
C -3.314754 1.241513 -0.066491 -2.9 0.3 0.7
Br -2.240569 2.954710 -0.386915 0.5 -1.6 0.6
C -4.737902 1.883672 -0.565999 0.4 0.3 -2.5
C -5.080094 3.415225 -0.161287 -2.6 0.8 0.2
C -6.752870 3.497315 -0.089447 0.6 0.8 0.9
O -7.367252 3.414489 -1.445091 2.3 0.7 0.9
C -2.744955 -0.062531 -0.948879 0.3 4.2 -2.9
C -3.793671 -0.684161 -1.990408 -3.2 -1.6 -1.6
C -3.348108 -1.115462 -3.509999 -0.5 0.4 -0.9
C -4.705273 -1.317273 -4.469495 0.7 1.4 -0.1
O -5.684526 -2.253935 -3.898748 0.3 2.4 0.2
N -1.783850 -1.011534 -0.178720 -1.2 0.7 0.3
C -2.634750 -2.204445 0.187224 -4.0 -2.7 1.9
Cl -2.589557 -3.549211 -1.203379 -3.1 -0.2 0.9
C -2.540315 -3.236294 1.383206 -0.3 -2.4 2.5
C -3.386191 -2.875042 2.783838 -0.1 -0.2 0.7
P -0.755518 -1.936660 -1.390329 6.7 -0.8 -3.0
C -0.257415 -1.035629 -2.993797 0.5 0.6 -2.1
O 0.909265 -2.204628 -0.815606 -1.8 0.1 0.1
H 5.758117 4.610603 3.251461 -1.9 -0.4 -1.3
H 4.564086 5.351483 1.907287 1.0 -2.2 1.2
H 3.944357 3.887820 2.955822 2.0 1.1 -0.5
H 5.543901 2.184019 1.773805 -0.4 2.0 -0.7
H 6.607053 3.608838 1.113898 -2.5 -0.7 0.5
H 3.614490 1.639539 0.901370 -0.2 1.7 -1.5
H 2.605487 3.285791 0.535968 1.6 -1.9 -0.4
H 4.166001 1.817062 -1.944110 -2.0 0.9 1.5
H 2.795389 3.105486 -2.033709 0.9 -1.7 1.8
H 2.443562 -0.078321 -1.298014 -0.6 2.1 -0.3
H 1.912661 0.947297 -2.782516 0.3 0.1 2.6
H 0.774355 2.531494 -0.665375 -0.8 -2.7 -0.2
H -0.139060 1.427603 -1.788401 0.7 -0.5 1.9
H 0.411992 1.435752 1.287336 -0.6 -2.1 -1.9
H 1.349850 0.021590 0.580491 -2.8 0.7 -0.1
H 1.154380 -2.104682 1.602073 -1.2 -0.4 -0.6
H -0.673992 -2.281489 2.999340 -0.4 -0.2 -1.2
H 0.599214 0.508521 3.159508 0.3 -0.5 0.4
H -1.539589 1.655768 2.082361 -0.6 -2.7 -0.3
H -3.346429 -0.213432 3.721083 2.2 0.8 -0.9
H -1.638028 -0.694072 4.094543 -0.2 1.2 -1.7
H -2.737545 0.144440 5.783389 0.9 1.4 -0.3
H -4.190191 -0.126498 1.561252 1.7 1.3 -0.9
H -4.567921 2.041458 -1.744185 -0.7 -0.9 2.5
H -5.666846 1.185511 -0.385020 1.9 1.2 -0.3
H -4.715673 3.830884 0.851075 -0.4 -1.1 -1.6
H -4.803002 4.233853 -0.985662 -0.3 -2.1 1.7
H -7.188240 2.662059 0.635584 0.8 1.6 -2.0
H -7.023335 4.528950 0.437134 0.5 -2.0 -1.3
H -6.733588 3.913723 -2.058145 -1.4 -1.0 1.3
H -2.048981 0.579326 -1.679337 -1.1 -1.7 1.7
H -4.679608 0.033268 -2.350490 2.3 -0.6 1.6
H -4.496285 -1.581713 -1.625730 2.0 1.8 -0.3
H -2.752594 -2.107878 -3.609669 -0.8 2.0 0.4
H -2.804090 -0.168876 -3.987050 -0.9 -2.3 0.9
H -4.370012 -1.636910 -5.566190 -0.7 0.3 2.6
H -5.171317 -0.230480 -4.591897 0.7 -2.2 0.3
H -6.320901 -1.678050 -3.374137 1.1 -1.3 -1.0
H -3.769797 -1.860953 0.367775 2.6 -0.5 -1.2
H -1.479325 -3.732972 1.618627 -2.2 1.5 -0.6
H -3.161733 -4.224165 1.091163 1.5 2.7 -0.1
H -4.154137 -2.004789 2.640773 1.5 -1.6 0.1
H -2.695073 -2.610057 3.687259 -1.2 -0.3 -1.8
H -4.036937 -3.800866 3.167922 1.5 1.9 -1.1
H -0.762727 -0.032555 -3.253525 0.8 -1.6 0.5
H -0.616391 -1.783873 -3.860291 0.6 1.4 2.1
H 0.890764 -0.923981 -3.205412 -2.1 -0.2 1.0
H 0.968639 -3.087121 -0.345002 -0.4 1.4 -0.8
C 11.487552 4.881059 -0.316184 0.2 -0.4 -0.1
C 10.574092 5.475608 0.800470 0.0 0.3 -2.0
C 11.115524 6.854942 1.271422 0.0 0.0 0.4
C 12.346616 6.762381 2.162429 0.0 0.0 0.0
C 12.083858 5.833654 3.342633 -0.2 0.2 -0.2
C 11.593323 4.429868 2.902766 1.5 -1.1 0.9
N 10.447819 4.487299 1.926611 -3.2 2.8 2.9
O 9.290799 4.821204 2.654168 2.8 -1.4 -2.0
C 12.790635 3.654447 2.290610 0.1 0.1 -0.3
C 11.244566 3.604516 4.184702 -0.7 0.3 -0.3
C 9.219432 5.752086 0.058612 -0.2 -0.2 1.0
H 12.303093 5.559358 -0.585283 -0.1 -0.1 0.1
H 11.926270 3.917326 -0.053453 0.0 0.2 0.1
H 10.927794 4.668344 -1.236847 0.0 0.3 0.3
H 10.333311 7.389013 1.828272 0.0 -0.3 -0.1
H 11.348510 7.486684 0.404311 -0.2 -0.3 0.0
H 13.210424 6.420816 1.582706 0.0 0.0 0.0
H 12.603754 7.760726 2.535244 0.0 -0.1 -0.1
H 13.002278 5.744709 3.937811 -0.2 -0.3 -0.1
H 11.341574 6.304275 4.000386 -0.1 -0.2 -0.1
H 12.467037 2.693072 1.874219 0.0 0.2 0.0
H 13.549071 3.432643 3.051797 -0.3 0.2 0.0
H 13.314259 4.211809 1.510591 -0.1 -0.1 0.0
H 10.494844 4.097031 4.814381 0.0 -0.1 -0.3
H 12.129389 3.465949 4.818189 0.0 0.2 -0.4
H 10.871258 2.607148 3.921779 0.0 0.2 0.0
H 8.748996 4.816005 -0.265336 0.1 0.1 0.1
H 9.384362 6.367719 -0.832843 0.3 -0.2 0.2
H 8.499255 6.295444 0.683497 0.2 -0.2 0.0
C 2.079504 -1.457198 -9.036446 -0.1 0.4 -0.2
C 1.340540 -2.423134 -8.058840 2.0 0.5 -0.1
C 1.439756 -3.890635 -8.562927 -0.4 -0.1 0.1
C 0.530376 -4.199460 -9.744326 0.0 0.0 0.0
C -0.910105 -3.815428 -9.424966 0.3 -0.1 0.2
C -1.049959 -2.339505 -8.970198 -1.4 0.6 -1.5
N -0.080869 -1.966832 -7.879174 -1.4 -3.7 3.4
O -0.557611 -2.530872 -6.681632 1.1 2.0 -2.9
C -0.858287 -1.418796 -10.205158 0.3 0.1 -0.1
C -2.537831 -2.088441 -8.558612 0.4 -0.2 0.7
C 2.193345 -2.338947 -6.744484 -1.0 -0.2 0.2
H 2.560394 -1.993850 -9.860073 -0.1 0.0 0.1
H 1.430967 -0.693234 -9.467769 0.0 -0.2 0.0
H 2.861778 -0.876569 -8.529382 -0.2 -0.3 0.0
H 1.182125 -4.580296 -7.747351 0.0 0.3 0.0
H 2.475865 -4.127626 -8.837836 -0.1 0.3 0.2
H 0.882577 -3.679215 -10.641104 0.0 0.0 0.0
H 0.579278 -5.270518 -9.972897 0.0 0.2 0.0
H -1.532957 -3.999694 -10.310261 0.0 0.3 0.2
H -1.287386 -4.488677 -8.644259 0.0 0.2 0.1
H -0.849365 -0.362151 -9.912310 0.0 -0.2 0.0
H -1.678905 -1.543424 -10.922711 0.1 -0.1 0.3
H 0.054686 -1.631126 -10.766105 -0.1 0.1 0.2
H -2.880288 -2.770245 -7.771837 0.3 0.2 -0.1
H -3.214106 -2.241682 -9.408663 0.4 0.0 0.0
H -2.681381 -1.059008 -8.208051 0.1 -0.1 0.0
H 2.134790 -1.338290 -6.299785 0.0 -0.1 -0.1
H 3.248408 -2.549436 -6.952895 -0.3 0.1 -0.3
H 1.874352 -3.066230 -5.987070 -0.1 0.2 -0.2
C -6.996550 -2.073973 7.402781 0.2 -0.1 0.4
C -7.063089 -2.794354 6.020234 -0.1 1.9 0.5
C -8.539433 -3.077194 5.622845 0.0 -0.3 -0.1
C -9.173631 -4.230658 6.387933 0.0 0.0 0.0
C -8.314732 -5.485044 6.272756 0.0 0.3 -0.2
C -6.846970 -5.248783 6.713866 0.1 -1.5 1.5
N -6.224870 -4.041967 6.061988 -0.8 -1.4 -4.9
O -5.920143 -4.391012 4.733516 -0.2 1.0 3.6
C -6.808635 -5.111817 8.259615 -0.1 0.3 0.1
C -6.033980 -6.557768 6.445906 0.1 0.5 -0.6
C -6.524746 -1.714704 5.017020 0.1 -1.0 -0.2
H -7.992097 -1.866545 7.807098 0.1 -0.1 -0.1
H -6.437563 -2.629336 8.157357 -0.2 -0.1 -0.2
H -6.466474 -1.113995 7.342308 -0.2 -0.2 -0.2
H -8.595976 -3.309803 4.550526 0.2 0.0 0.1
H -9.149502 -2.175608 5.765039 0.4 0.0 0.0
H -9.321639 -3.954850 7.437187 0.0 0.0 0.0
H -10.171201 -4.434130 5.981416 0.1 0.1 0.1
H -8.767417 -6.283759 6.875062 0.4 0.1 0.0
H -8.344911 -5.836147 5.233081 0.2 0.1 0.1
H -5.803936 -4.843626 8.607453 -0.2 0.0 -0.1
H -7.072261 -6.058631 8.747338 0.1 0.1 -0.4
H -7.517687 -4.376646 8.646956 0.1 0.0 -0.1
H -6.077039 -6.875870 5.398000 0.0 0.3 0.2
H -6.428896 -7.395438 7.033928 -0.1 0.4 0.0
H -4.980439 -6.431171 6.723854 -0.2 0.1 -0.1
H -5.467026 -1.494515 5.204761 -0.1 -0.1 0.1
H -7.083256 -0.777472 5.119785 0.0 -0.4 0.3
H -6.626210 -2.024452 3.969100 0.1 -0.1 0.3
```
Forces are in eV/Å.